# C23H27Cl5FeN6SSi

C23H27Cl5FeN6SSi as an isolated structure (the ωB97M-V functional and the def2-TZVPD basis, the Open Molecules 2025 dataset).

Geometry as XYZ:
```
64
C23H27Cl5FeN6SSi the ωB97M-V functional and the def2-TZVPD basis
Fe 0.39 -0.36 0.92
Cl 2.84 -4.88 1.66
Cl 0.48 -2.76 1.11
Cl 3.65 1.27 2.47
Cl 5.67 -3.76 2.55
Cl 6.03 -0.68 2.94
S -0.20 0.05 3.29
Si -1.13 -0.05 -0.98
N -5.46 -0.86 1.55
N 0.65 1.53 1.00
N -0.86 2.53 3.97
N -2.76 -0.42 1.83
N 0.13 2.39 1.94
N 1.67 -0.16 -0.59
C 0.63 1.63 -4.40
C -3.25 -1.81 1.94
C 2.10 -2.27 1.70
C 3.28 -0.86 -2.20
C -0.55 2.55 -2.08
C -4.59 -1.98 1.24
C -2.96 0.54 -0.98
C 2.17 -0.90 1.82
C 4.35 -2.68 2.28
C 3.11 -3.19 1.90
C 2.09 1.11 -0.75
C 2.27 -1.13 -1.30
C -0.08 3.45 -3.02
C 3.42 -0.45 2.22
C -1.32 -1.71 -1.89
C 4.50 -1.30 2.45
C -0.43 1.17 -2.26
C 3.10 1.45 -1.65
C 0.52 2.99 -4.19
C 1.46 2.06 0.15
C 3.70 0.45 -2.38
C 0.16 0.73 -3.45
C -0.30 1.74 3.00
H -3.30 0.72 -2.01
H 1.91 -2.13 -1.13
H 3.74 -1.68 -2.74
H -5.00 -2.96 1.52
H -0.64 3.51 3.90
H 3.39 2.49 -1.76
H -3.10 1.48 -0.43
H -2.50 -2.47 1.50
H -2.34 -0.11 2.73
H -6.27 -0.83 0.94
H 4.48 0.69 -3.09
H 0.87 3.69 -4.93
H -3.65 -0.20 -0.56
H -3.51 0.21 1.54
H 1.09 1.26 -5.31
H 0.27 -0.33 -3.63
H -0.18 4.52 -2.85
H -3.33 -2.06 3.00
H -0.85 2.15 4.90
H -1.01 2.93 -1.17
H -1.91 -0.34 1.17
H -1.88 -2.40 -1.25
H -0.38 -2.20 -2.14
H -4.43 -2.00 0.16
H -1.88 -1.60 -2.82
H -5.80 -0.91 2.51
H 1.70 3.11 0.15
```

HOMO-LUMO gap (alpha / beta)	0.260 / 0.260	Eh
F_max	0.0330	hartree/bohr
multiplicity	1
lowest unoccupied orbital energy (alpha / beta)	0.0021 / 0.0021	hartree
electronic energy	-5473.50935	Eh

How is the electron density shared among the atoms? According to Mulliken, the charges in e are: atom 1 (Fe): 0.04, atom 2 (Cl): -0.21, atom 3 (Cl): -0.34, atom 4 (Cl): -0.19, atom 5 (Cl): -0.20, atom 6 (Cl): -0.20, atom 7 (S): -0.59, atom 8 (Si): 1.06, atom 9 (N): -0.50, atom 10 (N): 2.20, atom 11 (N): -0.54, atom 12 (N): 0.40, atom 13 (N): -1.99, atom 14 (N): 1.10, atom 15 (C): -0.78, atom 16 (C): -0.06, atom 17 (C): 1.43, atom 18 (C): -1.09, atom 19 (C): -0.29, atom 20 (C): -0.85, atom 21 (C): -1.79, atom 22 (C): -1.52, atom 23 (C): 0.85, atom 24 (C): -0.60, atom 25 (C): 1.30, atom 26 (C): -0.61, atom 27 (C): -0.80, atom 28 (C): 1.10, atom 29 (C): -1.33, atom 30 (C): -0.41, atom 31 (C): 0.77, atom 32 (C): -1.14, atom 33 (C): -0.48, atom 34 (C): -1.39, atom 35 (C): -0.60, atom 36 (C): -0.15, atom 37 (C): 0.51, atom 38 (H): 0.41, atom 39 (H): 0.48, atom 40 (H): 0.51, atom 41 (H): 0.44, atom 42 (H): 0.26, atom 43 (H): 0.58, atom 44 (H): 0.31, atom 45 (H): -0.02, atom 46 (H): 0.34, atom 47 (H): 0.22, atom 48 (H): 0.46, atom 49 (H): 0.40, atom 50 (H): 0.49, atom 51 (H): 0.53, atom 52 (H): 0.42, atom 53 (H): 0.36, atom 54 (H): 0.44, atom 55 (H): 0.42, atom 56 (H): 0.24, atom 57 (H): 0.29, atom 58 (H): -1.46, atom 59 (H): 0.21, atom 60 (H): 0.31, atom 61 (H): 0.36, atom 62 (H): 0.36, atom 63 (H): 0.19, atom 64 (H): 0.35